Record 1
Computed, not measured: a molecular structure, C43H46Br2Cl2N4OSSn at a distorted geometry, with ωB97M-V/def2-TZVPD.

Summary:
E_LUMO (alpha / beta) in eV: -6.910 / -7.371

The geometry in ORCA input format:
```
! RIJCOSX wB97M-V def2-TZVPD def2/J DEFGRID3
* xyz 2 1
Sn -1.98567 -11.12798 19.68639
Cl -1.46030 -14.19058 19.57941
C -0.84641 -14.89946 18.13163
C -0.50057 -16.22852 18.14815
C -0.03100 -16.82756 16.98647
C 0.12758 -16.09009 15.82746
C -0.18971 -14.74782 15.82202
Cl 0.04883 -13.82449 14.39988
C -0.72108 -14.10888 16.96788
S -1.23690 -12.48047 16.88860
H -0.61891 -16.80798 19.05642
H 0.21801 -17.88455 16.99733
H 0.50205 -16.56271 14.92830
C -7.83897 -11.40903 15.15679
C -6.84073 -12.57678 15.21793
C -7.59714 -13.84739 15.60329
C -6.20180 -12.79151 13.84236
C -5.77938 -12.21325 16.24375
C -5.70577 -12.85466 17.47509
C -4.73268 -12.47859 18.37841
N -3.87966 -11.48882 18.14431
C -3.94026 -10.83053 16.97767
C -4.85723 -11.18800 16.00801
C -3.00566 -9.68392 16.84605
C -3.03829 -8.79463 15.78609
C -2.18262 -7.68623 15.74645
C -1.29720 -7.55297 16.80997
C -1.31739 -8.47599 17.83251
N -2.14893 -9.51497 17.87167
C -2.27530 -6.67400 14.61892
C -1.23848 -5.55677 14.75960
C -2.05055 -7.37783 13.27524
C -3.67415 -6.04370 14.65562
H -8.66602 -11.66948 14.48652
H -7.37222 -10.49612 14.78538
H -8.25290 -11.19526 16.14384
H -8.29626 -14.10262 14.80437
H -8.18340 -13.71794 16.51662
H -6.91927 -14.69719 15.72964
H -6.97068 -13.07454 13.11602
H -5.46546 -13.60210 13.87510
H -5.70096 -11.89454 13.46794
H -6.38846 -13.64528 17.74688
H -4.62941 -12.98208 19.33082
H -4.87013 -10.66504 15.06288
H -3.74499 -8.94740 14.98045
H -0.59581 -6.73441 16.86019
H -0.63575 -8.38332 18.66985
H -0.21335 -5.94230 14.72530
H -1.38637 -4.99599 15.68729
H -1.35486 -4.85497 13.93085
H -1.06606 -7.85927 13.24225
H -2.09372 -6.65018 12.46413
H -2.80803 -8.14204 13.08278
H -3.87832 -5.59438 15.63186
H -4.45680 -6.78666 14.44974
H -3.74194 -5.26220 13.89682
C -5.40771 -8.58850 18.77569
C -5.20273 -8.54210 20.25383
C -6.06030 -7.73484 21.02565
C -5.95994 -7.73720 22.37993
C -4.95735 -8.52129 22.99072
C -4.76885 -8.57852 24.39539
Br -5.85370 -7.54344 25.56165
C -3.78161 -9.35464 24.93167
C -2.93433 -10.05965 24.06962
Br -1.59289 -11.15773 24.83124
C -2.98828 -9.97318 22.69542
O -2.07128 -10.52703 21.93382
C -4.08064 -9.23235 22.13666
N -4.22963 -9.25463 20.78771
H -6.18597 -7.88362 18.47660
H -5.72057 -9.58912 18.46283
H -4.49305 -8.33123 18.25583
H -6.80506 -7.12981 20.52508
H -6.62111 -7.13635 22.99019
H -3.63743 -9.41201 25.99950
C 2.54898 -11.16327 23.54324
N 1.17730 -11.08301 23.00184
C 0.74299 -12.39169 22.47464
C 0.98603 -9.96740 22.01495
C 1.48676 -10.31283 20.64701
C 2.82584 -10.13918 20.30680
C 3.31185 -10.49569 19.05520
C 2.46423 -11.03820 18.11108
C 1.12422 -11.17838 18.43079
C 0.64527 -10.81479 19.66589
H 2.57743 -11.94147 24.30614
H 2.81628 -10.20852 23.97961
H 3.23769 -11.41746 22.73888
H 0.53285 -10.86905 23.77037
H 1.45724 -12.73219 21.73177
H -0.24142 -12.27242 22.04294
H 0.69805 -13.09918 23.29715
H 1.48918 -9.09595 22.42265
H -0.08129 -9.78858 21.98612
H 3.50532 -9.69713 21.02669
H 4.35634 -10.34845 18.82630
H 2.82667 -11.34120 17.12821
H 0.48168 -11.56012 17.69445
*
```


Record 2
Computed, not measured: a single C5H9NO molecule, with ωB97M-V/def2-TZVPD.

Summary:
E_LUMO in eV: 1.165
SMILES: C/N=C/[C@H]1O[C@@H]1C

The geometry in ORCA input format:
```
! RIJCOSX wB97M-V def2-TZVPD def2/J DEFGRID3
* xyz 0 1
C 2.27712 -0.37622 -2.14321
N 0.94764 -0.10799 -1.64645
C 0.57733 -0.66764 -0.57452
C -0.74809 -0.31684 -0.00753
C -0.88497 0.07765 1.40023
O -1.32706 -1.19403 0.95033
C -1.92666 1.07893 1.82152
H 2.85280 0.55591 -2.11788
H 2.20995 -0.68338 -3.19160
H 2.82276 -1.14555 -1.57446
H 1.19850 -1.37517 0.00032
H 0.00795 0.02611 2.02825
H -1.44272 0.11083 -0.73031
H -2.44324 0.75231 2.72912
H -1.45055 2.04431 2.02429
H -2.67075 1.22078 1.03189
*
```


Record 3
Computed, not measured: 3 unconnected molecules or ions with the total composition C4H10O2 at a distorted geometry, with ωB97M-V/def2-TZVPD.

Summary:
E_LUMO in eV: 0.553
SMILES: C=CC=C.O.O

The geometry in ORCA input format:
```
! RIJCOSX wB97M-V def2-TZVPD def2/J DEFGRID3
* xyz 0 1
C 0.99183 -0.63844 1.39950
C 1.08870 0.48786 0.63846
C 1.13205 1.85395 1.27444
C 1.88028 2.96679 0.96252
H 1.02140 -0.67158 2.52374
H 0.97840 -1.67599 1.07427
H 1.00126 0.35327 -0.47930
H 0.41368 2.11442 2.16233
H 1.73418 3.89260 1.58128
H 2.69925 3.11791 0.28138
H 1.35815 -2.66127 -1.80654
H 0.26247 -3.74362 -1.72693
O 0.69863 -3.05331 -2.33524
H -5.49201 -0.02237 -1.67529
H -4.60456 -1.53794 -1.74651
O -5.16370 -0.78228 -2.12812
*
```


Record 4
Computed, not measured: a single C24H15ClN6O3S molecule at a distorted geometry, with ωB97M-V/def2-TZVPD.

Summary:
E_LUMO in eV: -1.507
SMILES: O=C1/C(=N/Nc2ccc(Cl)c([N+](=O)[O-])c2)C(c2ccccc2)=NN1c1nc(-c2ccccc2)cs1

The geometry in ORCA input format:
```
! RIJCOSX wB97M-V def2-TZVPD def2/J DEFGRID3
* xyz 0 1
O 0.01094 2.27776 -2.24242
O -6.75432 0.57508 3.74004
O -8.46522 0.71023 2.41025
Cl -8.60627 2.87525 0.61381
N 1.15143 -0.20684 -0.04484
N 3.39247 -0.32905 -1.70524
N -1.98525 1.58783 -0.32301
S 2.83003 1.60785 -3.37466
C 0.21904 1.45552 -1.34474
C -0.02956 0.08373 0.45911
C 2.48334 0.56057 -1.95979
C 4.30663 0.69730 -3.59120
C 4.44181 -0.27325 -2.63590
C -0.74090 1.12795 -0.32538
C -1.82317 -1.54218 3.99594
C 8.00001 -2.61559 -2.16268
C -1.16775 -0.29482 4.02138
C -1.89321 -2.25345 2.79529
C 7.14723 -2.41251 -1.07841
C 7.68189 -2.10758 -3.41068
C -6.07860 2.80780 -0.36736
C -0.48619 0.18527 2.89786
C -1.31629 -1.71772 1.65526
C 5.98855 -1.70619 -1.25039
C 6.50882 -1.41755 -3.59536
C -4.74262 2.41710 -0.39993
C -5.12288 0.93756 1.46432
C -6.95850 2.30269 0.61682
C -0.61902 -0.49386 1.68058
C 5.64125 -1.15101 -2.49608
C -4.24136 1.45438 0.51713
C -6.45602 1.38111 1.57386
N 1.35005 0.62041 -1.11323
N -2.87812 1.08286 0.58097
N -7.26608 0.85766 2.63477
H 5.05160 0.88900 -4.34792
H -2.31295 -1.95242 4.89602
H 8.93650 -3.19263 -2.08379
H -1.11525 0.27942 4.93995
H -2.36388 -3.24988 2.78513
H 7.38458 -2.84394 -0.13842
H 8.38288 -2.26557 -4.20075
H -6.42825 3.50677 -1.10712
H 0.09216 1.11465 2.95025
H -1.35222 -2.28538 0.70700
H 5.32156 -1.60739 -0.39561
H 6.28937 -1.00383 -4.58190
H -4.06881 2.94786 -1.09086
H -4.73072 0.23646 2.20585
H -2.60875 0.34253 1.22607
*
```


Record 5
Computed, not measured: 3 unconnected molecules or ions with the total composition CH2N4O2 at a distorted geometry, with ωB97M-V/def2-TZVPD.

Summary:
E_LUMO (alpha / beta) in eV: 0.592 / 0.583

The geometry in ORCA input format:
```
! RIJCOSX wB97M-V def2-TZVPD def2/J DEFGRID3
* xyz 0 1
C 0.13501 -2.75742 1.53830
N 0.17310 -0.00939 -1.60106
N -0.12947 2.89127 0.17423
N -0.23271 0.18079 -0.49924
N -0.00254 2.20814 -0.75002
O -0.87787 -2.55580 1.10734
O 1.16793 -2.91752 1.96995
H -0.06719 -0.98167 -2.14598
H -0.16628 3.94160 0.20649
*
```


Record 6
Computed, not measured: a molecular structure, C7H19ClGaINO5S2 at a distorted geometry, with ωB97M-V/def2-TZVPD.

Summary:
E_LUMO in eV: 1.762

The geometry in ORCA input format:
```
! RIJCOSX wB97M-V def2-TZVPD def2/J DEFGRID3
* xyz -1 1
N 1.93712 0.23036 1.49270
Ga 0.45897 1.08048 2.49826
I -1.15512 -0.94482 3.13362
C -0.49295 2.51344 1.31617
C -1.54512 3.46810 2.13455
C -2.85274 2.64898 2.75644
C -3.67841 2.05268 1.47243
S -5.21383 1.06834 1.89675
O -5.56551 1.02106 3.40317
O -6.41864 1.72860 1.15609
Cl -4.98500 -0.88530 1.14291
H 1.81359 0.44862 0.47881
H 2.84789 0.57305 1.87287
H 1.06141 1.77274 3.83908
H 0.38063 3.23390 0.93764
H -0.95439 2.05740 0.31634
H -0.98666 4.08333 2.98118
H -1.92808 4.29316 1.36186
H -2.40971 1.84697 3.48369
H -3.51136 3.39106 3.41577
H -3.00000 1.36884 0.80403
H -4.02247 2.99887 0.83121
O 3.26763 -0.87307 -1.86315
S 3.62195 -2.20545 -2.30403
O 4.47702 -2.43354 -3.44963
O 2.26254 -3.08551 -2.48331
C 1.22809 -2.57973 -3.31494
C 1.54789 -2.78401 -4.78397
C 4.28713 -3.10142 -0.92335
H 1.03189 -1.52497 -3.09529
H 0.31809 -3.13603 -3.06699
H 2.39629 -2.16557 -5.09131
H 0.69027 -2.51502 -5.40738
H 1.81906 -3.82639 -4.98110
H 3.62115 -2.97782 -0.06866
H 5.27129 -2.68766 -0.69529
H 4.38013 -4.15367 -1.19710
*
```


Record 7
Computed, not measured: a single C4H5NOS molecule at a distorted geometry, with ωB97M-V/def2-TZVPD.

Summary:
E_LUMO in eV: 0.280
SMILES: [H]/N=C1/C=CCSO1

The geometry in ORCA input format:
```
! RIJCOSX wB97M-V def2-TZVPD def2/J DEFGRID3
* xyz 0 1
C 0.52702 1.08014 0.08692
C -0.76583 0.89757 0.39609
C 1.33473 -0.03898 -0.24210
C -1.51880 -0.40882 0.28323
N 2.28597 -0.16689 -1.00044
O 0.82150 -1.41304 0.64779
S -0.47672 -1.85317 -0.17997
H 0.92398 2.16775 -0.10462
H -1.56251 1.68681 0.53030
H -2.07189 -0.45195 1.26202
H -2.20620 -0.46184 -0.49810
H 2.70874 -1.03758 -1.18112
*
```